[1]
The following is a quantum chemistry calculation of a structure of composition C33H20Cl5F6IrNO5P2S4 in a non-equilibrium geometry, from the OMol25 dataset.

Summary:
* HOMO-LUMO gap (spin up / spin down): 7.597 / 6.084 eV
* charge: 0
* relative energy (zero: lowest compared OMol25 entry of this formula, charge and spin): 24.9 kJ/mol
* strongest force on any atom: 1.4 eV Å⁻¹
* multiplicity: 2
* E_tot: -6980.47912 a.u.
* HOMO (spin up / spin down): -0.2968 / -0.2960 Ha

Atoms and positions in Å:
1 Ir -0.948 1.414 0.200
2 S 0.767 2.957 -0.522
3 P 1.704 1.233 -0.992
4 C 0.640 0.239 -0.017
5 P 0.826 -0.284 1.651
6 S -0.156 1.320 2.425
7 C -0.043 -1.843 1.800
8 C -0.883 -2.079 2.882
9 C -1.549 -3.291 2.976
10 C -1.387 -4.251 1.988
11 C -0.558 -4.009 0.900
12 C 0.114 -2.803 0.804
13 C 2.469 -0.487 2.351
14 C 3.205 0.646 2.695
15 C 4.489 0.503 3.194
16 C 5.037 -0.764 3.349
17 C 4.305 -1.893 3.010
18 C 3.018 -1.758 2.512
19 C 3.451 1.208 -0.583
20 C 4.082 2.359 -0.125
21 C 5.432 2.318 0.194
22 C 6.134 1.127 0.083
23 C 5.499 -0.026 -0.363
24 C 4.160 0.015 -0.712
25 C 1.546 0.742 -2.708
26 C 0.770 -0.359 -3.048
27 C 0.603 -0.695 -4.385
28 C 1.214 0.067 -5.368
29 C 2.002 1.160 -5.026
30 C 2.173 1.499 -3.696
31 H -1.040 -1.309 3.628
32 H -2.215 -3.473 3.808
33 H -1.926 -5.187 2.054
34 H -0.459 -4.745 0.114
35 H 0.726 -2.594 -0.066
36 H 2.764 1.628 2.578
37 H 5.061 1.380 3.465
38 H 6.040 -0.871 3.743
39 H 4.731 -2.878 3.143
40 H 2.437 -2.637 2.261
41 H 3.516 3.275 -0.011
42 H 5.931 3.214 0.538
43 H 7.184 1.095 0.344
44 H 6.051 -0.953 -0.448
45 H 3.667 -0.876 -1.085
46 H 0.276 -0.933 -2.277
47 H -0.022 -1.538 -4.648
48 H 1.071 -0.185 -6.410
49 H 2.473 1.753 -5.798
50 H 2.777 2.359 -3.427
51 Cl -6.972 3.332 3.628
52 C -5.671 2.507 2.862
53 C -4.726 3.209 2.128
54 Cl -4.842 4.919 1.968
55 C -3.684 2.531 1.513
56 Cl -2.518 3.426 0.574
57 C -3.530 1.137 1.573
58 O -2.599 0.454 0.973
59 C -4.499 0.454 2.345
60 Cl -4.330 -1.252 2.485
61 C -5.543 1.119 2.967
62 Cl -6.695 0.231 3.884
63 F -3.992 -3.240 -0.737
64 C -4.192 -2.186 -1.529
65 F -5.071 -2.517 -2.471
66 F -4.694 -1.190 -0.807
67 S -2.582 -1.708 -2.288
68 O -1.685 -1.515 -1.186
69 O -2.298 -2.749 -3.226
70 N -2.989 -0.386 -3.049
71 S -2.551 1.090 -2.927
72 O -2.181 1.655 -4.182
73 O -1.650 1.482 -1.834
74 C -4.127 1.939 -2.492
75 F -5.070 1.641 -3.376
76 F -4.539 1.572 -1.278
77 F -3.928 3.256 -2.493


[2]
The following is a quantum chemistry calculation of a structure of composition C33H23AsNO8SZn in a non-equilibrium geometry, from the OMol25 dataset.

Summary:
* HOMO-LUMO gap: 6.385 eV
* charge: -1
* strongest force on any atom: 3.4 eV Å⁻¹
* E_tot: -6341.32490 a.u.
* HOMO: -0.1887 Ha

Atoms and positions in Å:
1 Zn -1.121 -1.610 0.066
2 S -2.203 -2.444 -1.800
3 C -1.147 -2.137 -3.156
4 C -0.988 -3.217 -4.085
5 C -0.339 -3.039 -5.300
6 C 0.326 -1.780 -5.522
7 C 0.304 -0.799 -4.573
8 C -0.339 -1.044 -3.360
9 As -0.153 0.159 -1.872
10 C 1.500 1.161 -2.352
11 C 1.410 2.204 -3.318
12 C 2.560 2.662 -3.912
13 C 3.831 2.165 -3.501
14 C 3.914 1.220 -2.566
15 C 2.729 0.693 -1.994
16 C -1.581 1.520 -2.388
17 C -2.501 1.278 -3.468
18 C -3.316 2.354 -3.910
19 C -3.353 3.555 -3.149
20 C -2.521 3.717 -2.049
21 C -1.600 2.717 -1.661
22 H -1.500 -4.167 -3.833
23 H -0.430 -3.783 -6.050
24 H 0.887 -1.562 -6.407
25 H 0.848 0.143 -4.761
26 H 0.440 2.570 -3.600
27 H 2.509 3.215 -4.861
28 H 4.712 2.570 -3.967
29 H 4.826 0.840 -2.120
30 H 2.848 -0.041 -1.186
31 H -2.628 0.260 -3.809
32 H -3.749 2.234 -4.868
33 H -4.075 4.369 -3.421
34 H -2.588 4.629 -1.529
35 H -0.842 2.893 -0.876
36 O 1.903 -1.730 -0.219
37 C 1.500 -2.294 0.826
38 O 0.273 -2.551 1.114
39 C 2.433 -2.670 1.961
40 C 3.807 -2.468 1.747
41 C 4.778 -3.051 2.603
42 C 4.238 -3.644 3.742
43 O 4.903 -3.819 4.932
44 C 3.922 -3.839 5.971
45 O 2.612 -3.734 5.416
46 C 2.852 -3.607 4.047
47 C 1.893 -3.263 3.120
48 H 4.099 -1.864 0.907
49 H 5.871 -2.988 2.553
50 H 4.159 -2.985 6.592
51 H 4.010 -4.812 6.505
52 H 0.849 -3.160 3.278
53 O -2.058 -0.982 1.710
54 C -1.921 0.321 1.637
55 O -1.322 0.851 0.720
56 C -2.632 1.131 2.743
57 C -2.694 0.559 4.021
58 C -3.189 1.271 5.086
59 C -3.670 2.537 4.786
60 C -3.651 3.176 3.517
61 C -3.051 2.455 2.550
62 N -4.451 3.241 5.788
63 O -4.710 4.450 5.623
64 O -4.870 2.573 6.735
65 H -2.314 -0.496 4.153
66 H -3.147 0.859 6.069
67 H -4.162 4.092 3.392
68 H -2.932 2.935 1.532


[3]
The following is a quantum chemistry calculation of a structure of composition C33H24Br2CeN6O6 in a non-equilibrium geometry, from the OMol25 dataset.

Summary:
* HOMO-LUMO gap: 5.544 eV
* charge: +2
* relative energy (zero: lowest compared OMol25 entry of this formula, charge and spin): 17.2 kJ/mol
* strongest force on any atom: 2.1 eV Å⁻¹
* E_tot: -7674.73554 a.u.
* HOMO: -0.4925 Ha

Atoms and positions in Å:
1 Ce 0.069 -0.407 -0.044
2 C -0.381 0.703 -3.625
3 O -0.177 1.064 -2.245
4 C 0.219 2.369 -2.001
5 C 0.734 3.217 -2.967
6 C 1.068 4.522 -2.639
7 C 0.895 4.991 -1.347
8 C 0.405 4.144 -0.372
9 C 0.069 2.827 -0.681
10 N -0.400 1.898 0.284
11 N -0.713 2.432 1.415
12 C -1.076 1.732 2.497
13 C -1.327 0.316 2.545
14 O -1.418 -0.419 1.475
15 C -1.473 -0.291 3.818
16 C -1.414 0.430 4.969
17 C -1.276 1.845 4.965
18 C -1.292 2.585 6.161
19 C -1.225 3.954 6.132
20 C -1.140 4.621 4.903
21 C -1.093 3.914 3.723
22 C -1.156 2.513 3.728
23 H 0.572 0.587 -4.143
24 H -0.983 1.460 -4.123
25 H -0.915 -0.242 -3.626
26 H 0.875 2.876 -3.983
27 H 1.462 5.175 -3.407
28 H 1.143 6.013 -1.097
29 H 0.277 4.486 0.644
30 H -1.647 -1.361 3.825
31 H -1.507 -0.072 5.926
32 H -1.371 2.058 7.104
33 H -1.252 4.523 7.052
34 H -1.119 5.702 4.881
35 H -1.033 4.428 2.776
36 C 4.094 1.046 -0.308
37 C 3.451 0.089 -1.245
38 N 2.238 -0.431 -1.121
39 C 2.055 -1.289 -2.213
40 C 3.190 -1.263 -2.982
41 N 4.034 -0.394 -2.348
42 C 3.708 -1.876 -4.256
43 O 3.003 -2.808 -4.830
44 O 4.766 -1.468 -4.656
45 C 0.775 -2.051 -2.448
46 O 0.749 -2.901 -3.316
47 O -0.230 -1.744 -1.690
48 H 3.363 1.398 0.413
49 H 4.499 1.901 -0.849
50 H 4.913 0.563 0.226
51 H 4.949 -0.179 -2.731
52 H 2.152 -2.984 -4.362
53 Br 1.592 -6.801 2.941
54 C 1.188 -5.135 2.180
55 C 0.446 -5.052 1.013
56 C 0.218 -3.798 0.480
57 N 0.629 -2.663 1.058
58 C 1.298 -2.749 2.222
59 C 1.629 -3.967 2.791
60 C 1.628 -1.463 2.882
61 C 1.893 -1.403 4.241
62 C 2.145 -0.168 4.823
63 Br 2.478 -0.048 6.663
64 C 2.119 0.974 4.037
65 C 1.831 0.820 2.697
66 N 1.592 -0.360 2.113
67 H 0.070 -5.936 0.518
68 H -0.329 -3.700 -0.448
69 H 2.224 -4.025 3.690
70 H 1.879 -2.290 4.857
71 H 2.301 1.952 4.460
72 H 1.789 1.694 2.056


[4]
The following is a quantum chemistry calculation of a structure of composition C33H25AsN2O2S2W, from the OMol25 dataset.

Summary:
* HOMO-LUMO gap (spin up / spin down): 6.468 / 6.469 eV
* charge: +2
* relative energy (zero: lowest compared OMol25 entry of this formula, charge and spin): 0.0 kJ/mol
* strongest force on any atom: 0.4 eV Å⁻¹
* E_tot: -4631.24787 a.u.
* HOMO (spin up / spin down): -0.4941 / -0.4942 Ha

Atoms and positions in Å:
1 W -0.223 -0.082 0.303
2 S -1.447 1.408 -0.803
3 C -0.651 2.225 -2.190
4 C -1.310 3.261 -2.837
5 C -0.680 3.900 -3.897
6 C 0.592 3.517 -4.304
7 C 1.255 2.485 -3.652
8 C 0.623 1.849 -2.593
9 As 1.335 0.399 -1.577
10 C 2.774 -0.401 -2.550
11 C 4.087 -0.382 -2.091
12 C 5.083 -0.966 -2.861
13 C 4.770 -1.556 -4.077
14 C 3.460 -1.562 -4.538
15 C 2.457 -0.983 -3.776
16 C 1.918 1.115 0.127
17 C 2.687 0.290 0.977
18 C 3.183 0.796 2.163
19 C 2.921 2.119 2.503
20 C 2.179 2.951 1.666
21 C 1.684 2.460 0.477
22 H -2.303 3.561 -2.526
23 H -1.190 4.702 -4.413
24 H 1.069 4.024 -5.132
25 H 2.246 2.184 -3.968
26 H 4.347 0.096 -1.156
27 H 6.107 -0.948 -2.513
28 H 5.552 -2.005 -4.674
29 H 3.220 -2.008 -5.493
30 H 1.441 -0.969 -4.158
31 H 2.885 -0.739 0.697
32 H 3.765 0.169 2.824
33 H 3.308 2.514 3.433
34 H 1.998 3.979 1.947
35 H 1.118 3.100 -0.190
36 O -0.476 -1.093 3.998
37 S -1.018 -0.251 2.993
38 O 0.007 0.605 2.220
39 N -1.555 -0.945 1.671
40 C -2.079 -2.228 1.489
41 C -2.914 -2.924 2.317
42 C -3.361 -4.206 1.932
43 C -2.982 -4.757 0.742
44 C -2.111 -4.050 -0.124
45 C -1.652 -4.560 -1.351
46 C -0.776 -3.819 -2.105
47 C -0.357 -2.575 -1.645
48 N -0.772 -2.031 -0.497
49 C -1.657 -2.777 0.265
50 C -2.196 0.828 3.677
51 C -2.987 1.613 2.842
52 C -3.913 2.460 3.418
53 C -4.042 2.513 4.803
54 C -3.248 1.722 5.622
55 C -2.313 0.866 5.063
56 H -3.234 -2.501 3.260
57 H -4.020 -4.749 2.595
58 H -3.334 -5.736 0.446
59 H -1.983 -5.536 -1.683
60 H -0.391 -4.182 -3.046
61 H 0.349 -2.006 -2.228
62 H -2.886 1.557 1.765
63 H -4.542 3.077 2.792
64 H -4.773 3.177 5.245
65 H -3.357 1.767 6.696
66 H -1.687 0.238 5.681


[5]
The following is a quantum chemistry calculation of a structure of composition C33H25Br4FN5O8W in a non-equilibrium geometry, from the OMol25 dataset.

Summary:
* HOMO-LUMO gap (spin up / spin down): 6.580 / 7.218 eV
* charge: -1
* relative energy (zero: lowest compared OMol25 entry of this formula, charge and spin): 32.7 kJ/mol
* strongest force on any atom: 2.3 eV Å⁻¹
* multiplicity: 3
* E_tot: -12611.58284 a.u.
* HOMO (spin up / spin down): -0.1594 / -0.1957 Ha

Atoms and positions in Å:
1 W -0.803 -0.788 -0.576
2 C 0.832 3.414 -1.503
3 C 1.478 2.323 -0.648
4 C 1.106 2.427 0.808
5 C 1.888 3.191 1.669
6 C 1.563 3.316 3.011
7 C 0.448 2.656 3.502
8 C -0.371 1.893 2.669
9 C -1.517 1.125 3.287
10 C -1.096 -0.297 3.674
11 C -0.036 1.808 1.320
12 N -0.930 1.121 0.413
13 C -2.073 1.694 0.226
14 C -3.144 0.955 -0.337
15 C -4.446 1.262 -0.705
16 C -5.005 0.062 -1.162
17 C -4.007 -0.912 -1.048
18 N -2.894 -0.379 -0.531
19 H 1.127 3.310 -2.549
20 H 1.124 4.411 -1.160
21 H -0.258 3.348 -1.459
22 H 2.567 2.363 -0.731
23 H 1.181 1.353 -1.025
24 H 2.769 3.683 1.267
25 H 2.188 3.897 3.679
26 H 0.198 2.723 4.556
27 H -2.377 1.077 2.615
28 H -1.841 1.663 4.179
29 H -0.773 -0.866 2.804
30 H -1.924 -0.840 4.135
31 H -0.269 -0.262 4.389
32 H -2.206 2.721 0.561
33 H -4.913 2.235 -0.659
34 H -6.007 -0.096 -1.532
35 H -4.072 -1.962 -1.292
36 O -2.154 -4.137 1.286
37 C -1.798 -3.275 0.516
38 O -1.360 -2.100 0.834
39 C -1.850 -3.486 -0.993
40 C -2.384 -4.620 -1.552
41 C -2.417 -4.721 -2.937
42 C -1.916 -3.685 -3.689
43 C -1.400 -2.567 -3.046
44 N -1.382 -2.482 -1.721
45 H -2.758 -5.386 -0.886
46 H -2.832 -5.599 -3.418
47 H -1.914 -3.716 -4.770
48 H -1.004 -1.724 -3.593
49 Br 0.423 2.598 -6.742
50 C 0.606 1.499 -5.212
51 C 1.768 0.769 -4.995
52 Br 3.200 0.825 -6.231
53 C 1.888 -0.030 -3.840
54 Br 3.424 -1.045 -3.432
55 C 0.854 -0.076 -2.924
56 O 0.859 -0.756 -1.805
57 C -0.338 0.631 -3.161
58 O -1.268 0.456 -2.254
59 C -0.454 1.423 -4.289
60 Br -2.080 2.363 -4.483
61 F 1.864 -0.759 5.547
62 C 2.548 -0.560 4.410
63 C 2.433 -1.383 3.375
64 N 3.133 -1.211 2.202
65 C 2.888 -2.136 1.094
66 C 1.508 -1.986 0.499
67 O 1.073 -2.896 -0.193
68 O 0.893 -0.867 0.739
69 C 3.899 -0.083 1.990
70 O 4.459 0.174 0.947
71 N 4.028 0.726 3.112
72 C 3.428 0.599 4.354
73 O 3.641 1.378 5.258
74 H 1.762 -2.233 3.411
75 H 3.003 -3.161 1.443
76 H 3.620 -1.934 0.318
77 H 4.601 1.547 2.981


[6]
The following is a quantum chemistry calculation of a structure of composition C33H25ClHfN9O4S, from the OMol25 dataset.

Summary:
* HOMO-LUMO gap: 7.232 eV
* charge: +1
* relative energy (zero: lowest compared OMol25 entry of this formula, charge and spin): 0.0 kJ/mol
* strongest force on any atom: 0.9 eV Å⁻¹
* E_tot: -2972.79381 a.u.
* HOMO: -0.3756 Ha

Atoms and positions in Å:
1 Hf -0.309 -0.609 -0.202
2 O -1.343 -4.474 -1.593
3 C -1.102 -3.528 -0.869
4 N -1.438 -2.222 -1.055
5 C -2.247 -1.857 -2.168
6 C -3.318 -2.613 -2.629
7 C -4.115 -2.121 -3.650
8 C -3.850 -0.877 -4.207
9 C -2.782 -0.116 -3.757
10 C -1.974 -0.607 -2.735
11 N -0.894 0.113 -2.135
12 C -0.212 1.038 -2.876
13 O -0.357 1.297 -4.054
14 C 0.876 1.734 -2.110
15 C 1.439 2.897 -2.601
16 C 2.461 3.485 -1.880
17 C 2.897 2.872 -0.715
18 C 2.283 1.705 -0.302
19 N 1.278 1.140 -0.983
20 C -0.376 -3.743 0.433
21 C -0.117 -5.018 0.887
22 C 0.493 -5.165 2.122
23 C 0.818 -4.033 2.850
24 C 0.547 -2.786 2.313
25 N -0.035 -2.639 1.116
26 H -3.512 -3.585 -2.198
27 H -4.942 -2.716 -4.015
28 H -4.474 -0.496 -5.005
29 H -2.569 0.845 -4.193
30 H 1.066 3.300 -3.532
31 H 2.921 4.404 -2.220
32 H 3.700 3.288 -0.123
33 H 2.596 1.200 0.599
34 H -0.410 -5.854 0.266
35 H 0.703 -6.150 2.518
36 H 1.278 -4.096 3.826
37 H 0.795 -1.885 2.849
38 N 2.461 5.477 4.798
39 C 1.880 4.391 4.213
40 C 0.530 4.427 3.829
41 C -0.058 3.345 3.217
42 C 0.700 2.201 2.971
43 C 2.042 2.149 3.339
44 C 2.629 3.233 3.955
45 S -0.060 0.821 2.279
46 O 1.012 -0.008 1.622
47 O -0.845 0.136 3.266
48 N -0.896 1.213 0.976
49 C -2.309 1.113 0.992
50 N -3.099 1.939 1.636
51 C -4.403 1.673 1.481
52 C -4.879 0.632 0.698
53 C -3.949 -0.174 0.064
54 N -2.650 0.081 0.222
55 H 1.894 6.237 5.126
56 H 3.369 5.390 5.217
57 H -0.053 5.320 4.015
58 H -1.101 3.394 2.924
59 H 2.626 1.257 3.154
60 H 3.672 3.192 4.244
61 H -5.093 2.327 1.999
62 H -5.938 0.455 0.590
63 H -4.222 -1.010 -0.568
64 Cl 2.281 -2.381 -5.057
65 C 2.514 -2.114 -3.374
66 C 3.782 -2.080 -2.822
67 C 3.906 -1.879 -1.454
68 C 2.766 -1.682 -0.702
69 N 1.543 -1.698 -1.245
70 C 1.414 -1.947 -2.553
71 H 4.654 -2.214 -3.448
72 H 4.877 -1.861 -0.980
73 H 2.820 -1.489 0.363
74 H 0.411 -1.995 -2.959